The following is a quantum chemistry calculation of 4 unconnected molecules or ions with the total composition C2H12N2O3, from OMol25.

- LUMO (eV) = 0.58
- SMILES string = C/N=C\N.O.O.O
- calculated total energy (eV) = -11390.7315
- energy above the lowest of the compared OMol25 structures with the same formula, charge and spin (eV) = 1.0174
- frontier orbital gap (eV) = 10.05
- strongest force on any atom (eV/Å) = 0.99

CARTESIAN COORDINATES (ANGSTROEM)
C 0.962 -1.895 2.012
N 0.167 -1.135 1.073
C -0.791 -1.715 0.484
N -1.433 -2.851 0.943
H 1.957 -1.454 2.042
H 0.546 -1.903 3.030
H 1.077 -2.957 1.759
H -1.266 -1.255 -0.378
H -1.258 -3.159 1.882
H -1.756 -3.533 0.279
O 3.919 2.896 1.330
H 3.187 2.689 0.736
H 4.182 2.043 1.695
O -3.634 1.883 -5.109
H -4.068 1.041 -5.281
H -3.580 1.919 -4.146
O 0.735 1.748 -0.131
H 0.788 2.653 0.184
H 0.289 1.215 0.539